1.
Molecular formula: C18H48O9
Method: DFT, wB97M-V/def2-TZVPD

Results
- HOMO energy (Ha) = -0.3278
- Kohn-Sham gap (eV) = 9.1197
- SMILES string = C1CCOC1.C1CCOC1.C1CCOC1.CO.CO.CO.CO.CO.CO

Geometry as XYZ:
```
75
Properties=species:S:1:pos:R:3:forces:R:3
C -4.07015 0.45428 -1.73759 -0.2 -0.3 0.0
C -4.21225 0.67694 -3.25270 0.4 0.0 0.4
C -2.82715 1.20556 -3.60917 -0.2 0.4 -0.1
O -1.91641 0.56413 -2.73169 0.1 0.0 0.2
C -2.60421 0.02273 -1.58857 -0.6 0.7 -0.9
H -4.74607 -0.33423 -1.39736 0.0 0.1 0.0
H -4.32599 1.34929 -1.16876 0.2 0.1 -0.1
H -5.01047 1.38030 -3.47262 -0.1 -0.1 -0.2
H -4.38106 -0.28333 -3.74153 -0.1 0.1 -0.1
H -2.78488 2.29548 -3.46119 0.0 -0.1 0.1
H -2.51156 1.00693 -4.63391 -0.1 -0.1 0.0
H -2.13522 0.46408 -0.71319 0.1 -0.5 0.3
H -2.55348 -1.06062 -1.67790 0.4 -0.1 0.5
C 3.74056 -0.07719 0.45137 -0.2 0.0 0.7
C 4.83304 -0.78507 -0.35394 -0.3 -0.4 -0.6
C 6.04002 0.15139 -0.26441 0.3 -0.1 -0.5
O 5.83265 1.02128 0.82731 0.2 -0.4 0.5
C 4.44066 1.16280 1.04459 -0.6 0.6 -0.6
H 3.37084 -0.72589 1.25247 0.2 0.0 0.0
H 2.84818 0.20628 -0.10663 0.3 0.0 -0.3
H 4.53003 -0.97032 -1.38864 0.0 0.3 0.0
H 5.02938 -1.79367 0.01577 0.2 0.2 0.4
H 6.16736 0.72120 -1.19701 -0.2 0.1 0.1
H 6.98619 -0.37354 -0.11642 -0.1 0.0 0.2
H 4.09002 2.06782 0.52722 0.0 -0.3 0.1
H 4.22916 1.30500 2.10385 0.3 -0.1 0.1
C -0.05404 2.97990 -0.94122 -0.5 -0.1 0.1
C 0.57426 4.29601 -0.50895 0.1 0.3 0.0
C 2.04313 4.06341 -0.84853 -0.1 -0.4 -0.2
O 2.26393 2.64849 -0.71624 -0.2 0.1 -0.1
C 1.01111 2.00633 -0.46719 -0.1 0.4 0.0
H -0.23926 2.91584 -2.01489 0.2 0.1 0.0
H -1.01453 2.79037 -0.45258 0.1 0.0 0.0
H 0.42220 4.42993 0.56424 0.1 0.0 0.0
H 0.18757 5.18236 -1.01262 -0.1 -0.1 0.0
H 2.74610 4.59065 -0.20522 0.0 0.1 0.0
H 2.22613 4.32152 -1.89669 0.1 0.2 0.1
H 0.88474 1.88059 0.61448 0.1 -0.3 0.0
H 0.99200 1.05308 -0.99446 0.0 -0.1 0.1
C 0.44523 1.20952 4.37055 0.0 -0.3 -0.4
O -0.06647 1.76008 3.15439 0.0 -0.1 0.2
H 1.52455 1.13374 4.25627 0.0 0.2 0.0
H 0.20281 1.83366 5.22922 0.0 0.0 0.1
H 0.08538 0.18716 4.53039 -0.1 0.1 0.1
H -1.02656 1.71151 3.19090 0.0 0.1 0.0
C 1.91637 -3.89854 0.67802 -0.2 0.1 0.0
O 1.26803 -3.76728 -0.57450 0.1 -0.3 0.1
H 2.37161 -4.88345 0.76553 0.1 0.0 -0.2
H 2.68724 -3.13128 0.80144 0.1 0.0 0.1
H 1.19957 -3.80365 1.50274 0.1 0.0 0.0
H 0.57989 -3.09883 -0.43981 0.0 0.1 -0.1
C 0.86166 -1.48213 -2.91570 -0.3 -0.3 -0.2
O 0.60014 -0.45445 -3.84968 0.2 0.2 -0.1
H 1.35744 -2.28844 -3.45402 0.2 0.1 0.1
H 1.49163 -1.15143 -2.08605 0.1 0.0 0.0
H -0.06741 -1.90462 -2.51315 0.1 0.1 0.1
H 0.08806 0.23178 -3.40643 -0.2 -0.2 0.0
C -4.35857 -3.14103 0.14124 0.2 0.1 -0.3
O -2.96094 -3.21688 0.43178 -0.2 0.0 0.1
H -4.92052 -3.93905 0.62621 0.0 0.0 0.1
H -4.70445 -2.17376 0.49732 0.0 0.0 0.1
H -4.54823 -3.17489 -0.93593 0.1 -0.1 0.0
H -2.60051 -4.04165 0.09272 0.0 0.0 0.0
C -0.04697 -0.92697 1.24113 -0.7 0.5 -0.6
O -0.53947 -1.81324 0.23552 0.3 -0.2 0.3
H 1.03883 -0.90803 1.21655 0.0 -0.2 0.1
H -0.39984 0.07839 0.99010 0.2 0.1 0.2
H -0.44078 -1.16571 2.23003 0.3 -0.2 0.1
H -1.43296 -2.09993 0.46923 -0.1 0.0 -0.1
C -3.33781 -0.52545 3.52642 -0.1 0.1 -0.1
O -3.20728 -0.91499 4.88495 -0.1 0.1 -0.2
H -3.93095 0.38838 3.47675 0.0 0.0 0.2
H -2.36809 -0.31310 3.06281 0.0 -0.1 0.0
H -3.86772 -1.27440 2.93196 0.1 -0.1 0.0
H -2.99546 -1.85114 4.91155 0.1 0.0 0.0
```
Forces are in eV/Å.

Electronic structure analysis, Löwdin charges in units of e: -0.158, -0.151, -0.202, -0.175, -0.169, 0.095, 0.110, 0.111, 0.115, 0.119, 0.125, 0.105, 0.113, -0.154, -0.151, -0.209, -0.132, -0.188, 0.090, 0.073, 0.108, 0.102, 0.118, 0.115, 0.103, 0.114, -0.168, -0.164, -0.181, -0.161, -0.214, 0.112, 0.109, 0.114, 0.112, 0.118, 0.119, 0.105, 0.106, -0.139, -0.137, 0.077, 0.078, 0.072, 0.062, -0.163, -0.135, 0.075, 0.061, 0.075, 0.015, -0.165, -0.124, 0.083, 0.064, 0.067, 0.040, -0.129, -0.136, 0.081, 0.070, 0.083, 0.097, -0.112, -0.152, 0.071, 0.053, 0.074, 0.042, -0.154, -0.110, 0.084, 0.048, 0.072, 0.076

2.
Molecular formula: C22H48FN2O4P2
Method: DFT, wB97M-V/def2-TZVPD

Results
- HOMO energy (spin up / spin down) (Ha) = -0.3651 / -0.4091
- charge = +1
- Kohn-Sham gap (spin up / spin down) (eV) = 5.5288 / 6.7259
- spin multiplicity = 3
- ΔE to the lowest compared entry with this formula, charge and spin (eV) = 0.258

Geometry as XYZ:
```
79
Properties=species:S:1:pos:R:3:forces:R:3
O 3.10139 -0.66366 -0.89338 -0.3 -0.3 0.0
P 2.95810 0.05226 -2.16714 0.7 0.1 0.9
P 1.63429 -1.16002 -3.49050 0.6 0.0 -0.5
F 2.47377 -2.30200 -4.14856 -0.3 0.5 0.3
C 0.35099 -1.80476 -2.48614 -0.3 -0.2 0.1
C -0.63998 -0.69884 -2.07950 0.3 0.1 0.0
C -1.27863 0.05967 -3.23988 0.1 -0.1 0.0
C -2.72291 0.40198 -2.92731 -0.3 0.3 -0.5
O -3.21277 1.48770 -3.69506 0.2 0.2 0.1
H 2.30290 1.29269 -2.10439 -0.1 0.1 -0.4
H 4.16319 0.25554 -2.85896 -0.2 0.1 -0.4
H 1.18355 -0.37731 -4.55132 -0.1 -0.1 -0.2
H 0.85691 -2.22265 -1.61565 0.0 -0.2 0.1
H -0.15429 -2.59648 -3.03604 0.0 -0.2 -0.1
H -1.40275 -1.18101 -1.47572 -0.2 -0.1 0.0
H -0.11813 -0.00474 -1.42381 -0.1 0.1 0.2
H -1.24356 -0.54168 -4.15147 0.0 -0.1 -0.2
H -0.74069 0.98676 -3.44327 0.1 0.1 0.0
H -3.34005 -0.47478 -3.10105 -0.1 -0.2 0.3
H -2.81660 0.70945 -1.89257 -0.1 -0.1 0.2
H -2.91883 1.40188 -4.60596 -0.1 -0.1 -0.1
C 3.19153 3.28324 0.94482 0.0 0.1 0.1
C 4.66812 3.11042 0.55638 -0.8 0.0 -0.1
C 5.12610 1.67189 0.79070 0.2 -0.2 0.2
C 5.31670 1.32841 2.26614 0.0 0.1 0.0
C 6.27622 2.32371 2.91978 0.0 -0.2 -0.1
C 5.84098 3.78123 2.75357 -0.3 0.2 0.5
N 5.55603 4.04574 1.30338 0.3 -0.7 0.0
O 6.60041 4.34227 0.63674 0.3 0.5 -0.3
C 4.62566 4.08444 3.64576 0.0 0.0 -0.1
C 6.96077 4.71726 3.18137 0.2 0.0 0.0
C 4.76593 3.44440 -0.92364 0.2 0.0 -0.3
H 2.84137 4.28052 0.67654 0.0 0.0 0.0
H 2.59034 2.55162 0.39839 0.0 0.0 -0.1
H 2.98567 3.12993 1.99672 0.0 0.0 0.0
H 6.07901 1.51086 0.27448 0.0 0.1 0.0
H 4.39901 0.99888 0.33409 0.0 -0.1 0.0
H 4.35405 1.31533 2.78432 0.0 0.0 0.0
H 5.72185 0.31964 2.35248 0.0 0.0 0.0
H 6.37724 2.11708 3.98677 0.0 0.0 0.0
H 7.26908 2.19854 2.47768 0.0 0.1 0.0
H 4.12996 5.00316 3.33124 0.0 0.0 0.0
H 4.96610 4.22373 4.67052 0.1 0.0 0.0
H 3.89132 3.28333 3.67563 0.0 0.0 0.0
H 7.88748 4.51350 2.65290 0.0 0.0 0.0
H 7.13783 4.58226 4.24793 0.0 0.0 0.0
H 6.68910 5.75791 3.00519 0.0 0.0 0.0
H 4.53460 4.49139 -1.11610 0.0 0.0 0.0
H 4.04340 2.83475 -1.47732 -0.1 0.0 0.1
H 5.75361 3.24161 -1.33074 0.0 0.0 0.1
C -7.28512 -2.69436 0.14028 0.1 0.1 0.1
C -6.02329 -2.94024 -0.69699 -0.6 0.2 0.1
C -5.59821 -4.40935 -0.64368 0.2 -0.2 0.1
C -4.97507 -4.81664 0.68879 0.0 0.1 0.0
C -3.80163 -3.90315 1.03329 0.0 -0.2 -0.1
C -4.17536 -2.42052 1.04152 -0.2 0.3 0.5
N -4.87621 -2.08523 -0.24376 0.2 -0.9 0.0
O -4.07431 -1.80257 -1.19212 0.4 0.4 -0.3
C -5.03352 -2.08771 2.27305 -0.1 0.0 -0.1
C -2.92220 -1.56276 1.13204 0.2 0.0 0.0
C -6.36829 -2.55593 -2.12799 0.0 0.0 -0.2
H -7.62954 -1.66786 0.01296 0.0 0.0 0.0
H -8.07403 -3.36006 -0.20830 0.0 0.0 -0.1
H -7.16442 -2.87640 1.20086 0.0 -0.1 0.0
H -4.87309 -4.59304 -1.44347 0.0 0.1 0.0
H -6.47151 -5.02526 -0.86302 0.0 0.0 0.0
H -5.72561 -4.80040 1.48258 0.0 0.0 0.0
H -4.62437 -5.84724 0.62461 0.0 0.0 0.0
H -3.38899 -4.15709 2.01183 0.0 0.0 0.0
H -3.00305 -4.06370 0.30067 0.0 0.1 0.0
H -5.54496 -1.13351 2.14703 0.0 0.0 0.0
H -4.38658 -2.00813 3.14571 0.1 0.0 0.0
H -5.77060 -2.84900 2.50848 0.0 0.0 0.0
H -2.21023 -1.80124 0.34499 0.0 0.0 0.0
H -2.43997 -1.74863 2.09090 0.0 0.0 0.0
H -3.16629 -0.50179 1.06835 0.0 0.0 0.0
H -6.57215 -1.48853 -2.20919 0.0 0.0 0.0
H -7.26504 -3.10037 -2.42314 0.0 0.0 0.0
H -5.57179 -2.80639 -2.82429 0.0 0.0 0.0
```
Forces are in eV/Å.

Electronic structure analysis, Löwdin charges in units of e: -0.425, 0.626, 0.893, -0.166, -0.306, -0.224, -0.212, -0.264, -0.044, 0.009, 0.026, 0.053, 0.109, 0.122, 0.094, 0.114, 0.111, 0.115, 0.111, 0.126, 0.085, -0.019, -0.493, -0.138, -0.162, -0.127, -0.488, -0.105, -0.014, -0.029, -0.040, -0.045, 0.096, 0.073, 0.057, 0.129, 0.081, 0.107, 0.115, 0.128, 0.128, 0.096, 0.088, 0.060, 0.082, 0.090, 0.096, 0.098, 0.046, 0.085, -0.019, -0.488, -0.131, -0.165, -0.132, -0.482, -0.087, -0.059, -0.025, -0.042, -0.042, 0.096, 0.094, 0.055, 0.123, 0.126, 0.109, 0.116, 0.128, 0.121, 0.098, 0.088, 0.064, 0.051, 0.092, 0.097, 0.094, 0.094, 0.077

3.
Molecular formula: C6H9N
Method: DFT, wB97M-V/def2-TZVPD

Results
- HOMO energy (Ha) = -0.3553
- Kohn-Sham gap (eV) = 10.7300
- SMILES string = C[C@H]1C[C@H]1C1=NC1
- ΔE to the lowest compared entry with this formula, charge and spin (eV) = 2.694

Geometry as XYZ:
```
16
Properties=species:S:1:pos:R:3:forces:R:3
C 1.31256 -0.89761 0.76934 0.0 0.0 0.0
C 1.25565 0.09343 -0.37214 0.1 0.0 0.0
C 0.32189 -0.08869 -1.51911 0.0 -0.1 -0.2
C -2.05319 0.00007 0.83434 -0.2 -0.4 0.1
C 0.09330 1.05318 -0.54716 -0.1 0.2 0.1
C -1.07604 0.91610 0.30152 -0.2 0.1 0.1
N -1.99145 1.52211 0.91191 0.4 -0.1 -0.3
H 0.33717 -1.35467 0.95905 0.2 0.1 -0.1
H 2.01839 -1.70143 0.53501 -0.1 0.1 0.0
H 1.64346 -0.41484 1.69558 0.0 -0.1 -0.1
H 2.21341 0.54497 -0.62041 -0.1 -0.1 0.0
H 0.63395 0.17669 -2.52310 0.0 -0.1 0.1
H -2.80148 -0.43202 0.16818 0.0 0.1 0.2
H -0.37697 -0.92128 -1.46248 0.1 0.2 0.0
H -1.85215 -0.55815 1.74809 -0.1 0.1 -0.1
H 0.32149 2.06215 -0.87863 0.0 -0.1 0.1
```
Forces are in eV/Å.

Electronic structure analysis, natural (NBO) charges in units of e: -0.614, -0.190, -0.392, -0.338, -0.303, 0.252, -0.324, 0.216, 0.216, 0.216, 0.220, 0.225, 0.176, 0.222, 0.177, 0.240

4.
Molecular formula: C2H3Cl2NO
Method: DFT, wB97M-V/def2-TZVPD

Results
- HOMO energy (Ha) = -0.3595
- Kohn-Sham gap (eV) = 10.3678
- ΔE to the lowest compared entry with this formula, charge and spin (eV) = 2.597

Geometry as XYZ:
```
9
Properties=species:S:1:pos:R:3:forces:R:3
C -0.27654 -1.87481 1.98101 1.5 -1.3 -0.5
C 0.30057 0.77864 -0.95119 -1.0 0.7 -0.9
N 0.57252 1.48197 -2.03524 0.6 -0.4 -1.3
O 0.27093 -2.71806 1.34115 -0.3 0.9 1.0
Cl 0.35118 -1.19395 3.51371 -0.2 -0.3 -0.5
Cl -1.23072 1.55144 -0.39275 0.3 -0.1 0.8
H -1.20018 -1.44125 1.69196 -1.0 0.7 0.0
H 0.11834 2.34794 -2.33064 -0.4 -0.4 0.4
H 1.09389 1.06808 -2.81802 0.4 0.1 1.1
```
Forces are in eV/Å.

Electronic structure analysis, natural (NBO) charges in units of e: 0.407, 0.135, -0.792, -0.468, -0.092, -0.139, 0.152, 0.389, 0.408

The records above yield maximum force values of 1.23, 1.16, 0.52, 2.06 eV Å⁻¹, respectively.